Record 1
{"formula": "C5H11NP", "method": "ωB97M-V/def2-TZVPD", "e_tot_ev": -16131.852, "e_homo_ev": -13.32, "total_charge": 1, "relative_energy_kj_mol": 240.8, "homo_lumo_gap_ev": 8.71, "species": ["C", "C", "H", "C", "H", "C", "H", "H", "H", "H", "H", "H", "N", "H", "C", "H", "P", "H"], "xyz": [[1.7536, 1.7274, -0.5417], [0.7970, -0.5169, -1.9277], [-1.0563, -1.4043, -0.1093], [-2.1979, 0.0255, 0.7449], [1.6307, -0.4372, 1.8656], [1.2541, -0.9127, 0.9512], [-4.0397, 0.6178, 1.2280], [1.9718, -1.6663, 0.6658], [0.5116, 0.3166, -2.6224], [0.3034, -1.3540, 1.2261], [-2.8335, 0.8926, 2.4899], [-0.0226, -1.2594, -2.1670], [-1.2928, -0.3300, 0.0433], [2.0840, 2.2626, 0.3299], [-3.0542, 0.4011, 1.6362], [1.7013, -0.9882, -1.9437], [0.8323, 0.3419, -0.3634], [1.6572, 2.2835, -1.5056]]}

Record 2
{"formula": "C28H42O19", "method": "ωB97M-V/def2-TZVPD", "smiles": "CC(=O)OCC[C@H]1COC(=O)C1.C[C@@H]1COC(=O)O1.C[C@@H]1COC(=O)O1.C[C@@H]1COC(=O)O1.C[C@@H]1COC(=O)O1.C[C@@H]1COC(=O)O1", "e_tot_ev": -68618.628, "e_homo_ev": -10.43, "relative_energy_kj_mol": 194.3, "homo_lumo_gap_ev": 10.65, "species": ["O", "O", "H", "O", "C", "H", "C", "H", "C", "O", "O", "H", "H", "H", "O", "H", "C", "H", "H", "C", "H", "C", "C", "O", "O", "O", "O", "O", "C", "H", "C", "H", "H", "C", "H", "H", "C", "O", "H", "C", "H", "C", "C", "H", "H", "H", "O", "H", "O", "C", "O", "C", "C", "H", "C", "H", "H", "O", "H", "H", "H", "C", "C", "H", "H", "H", "C", "H", "H", "O", "H", "H", "H", "H", "O", "C", "H", "H", "H", "O", "C", "C", "C", "C", "H", "H", "H", "C", "C"], "xyz": [[-2.2978, 1.2336, 7.5559], [-3.2380, -2.5081, -2.2548], [-3.6677, 1.0546, 5.1952], [-0.9596, 0.6859, 2.4414], [0.9844, 4.1573, 2.2886], [0.9494, 3.8211, 1.2510], [-4.1665, -3.2593, -1.4781], [-3.1605, 4.0674, 5.9508], [3.1242, 1.1159, 1.0742], [-3.9900, -4.1891, -3.5406], [0.2475, -4.4347, -3.3476], [-3.1819, 3.7019, 7.6896], [1.8421, -3.0509, -5.0347], [1.8346, 4.8396, 2.3702], [-2.4891, 5.2050, 2.1924], [3.9345, -1.0533, -1.3635], [0.8178, -2.7593, -4.7762], [4.1311, 4.0921, -4.8555], [-1.4667, 3.6931, 1.2559], [3.6487, 3.1212, -4.9788], [2.4962, 2.1066, -2.7473], [-3.2925, 3.2741, 6.6902], [-5.4189, -5.3970, -1.9910], [0.8343, -2.2689, -3.4346], [-1.5722, -0.9111, 7.6818], [3.9300, 0.8766, -4.7924], [-1.9346, 0.0667, 5.6693], [3.9836, 0.4366, -7.0164], [4.2135, 2.0724, -4.0668], [-3.2824, -5.1847, -1.9006], [3.5870, 2.0434, -2.6902], [4.1669, -1.9651, 1.1325], [1.9365, -2.6960, 2.0888], [-4.1562, -4.5851, -2.1798], [-0.2976, 5.0496, 3.7648], [-1.1466, -3.6982, -4.6593], [-2.6011, 1.2726, 5.3063], [0.3875, -0.3678, 0.9403], [-5.4508, -5.8394, -0.9928], [3.3096, -0.1699, 2.0222], [0.8505, -0.7623, -5.5864], [-0.2980, 4.8538, 2.6859], [-1.9011, 0.0373, 7.0326], [-1.8617, 3.3750, 2.9621], [-5.1351, -2.7518, -1.5165], [-0.6884, -1.0333, 4.2770], [-2.7523, -2.5300, -4.4685], [5.3026, 2.1559, -3.9789], [0.8565, -3.3582, -1.4451], [0.6029, -1.7255, 0.4571], [-0.4382, 6.1089, 2.0210], [3.9514, 1.2200, -6.1136], [0.6652, -3.3563, -2.6313], [0.1113, -4.7096, -5.4089], [-0.0837, -3.9506, -4.6495], [2.5654, 3.2442, -4.8853], [-6.3126, -4.7805, -2.1222], [3.9652, 0.7553, -0.0488], [-0.4467, -2.4385, 3.1302], [-0.2833, -2.4283, 0.5933], [-2.2153, 1.6613, 4.3627], [3.4196, -0.5428, -0.4806], [1.9914, -2.3808, 0.9942], [2.3889, -0.2271, -0.8999], [0.7539, -1.6334, -0.6735], [4.3998, -0.1189, 2.3395], [-3.2753, -3.0282, -3.5123], [3.8207, 1.1103, -2.1830], [1.1677, 3.2892, 2.9236], [2.4624, 2.1512, 1.2226], [2.2005, -3.3457, 0.4019], [3.9468, 2.8748, -2.0806], [0.4761, -2.0271, -6.7770], [-0.7406, -1.5028, -5.6009], [3.9263, 2.5745, -6.2654], [-2.2890, 2.1629, 6.4727], [-4.3190, 2.9042, 6.6173], [-1.2783, 2.5813, 6.4043], [-5.4762, -6.1970, -2.7331], [-2.2685, 7.3896, 1.6293], [0.3237, -1.7069, -5.7440], [-1.7802, 6.3376, 1.9207], [-0.2364, -0.3254, 2.2060], [3.2259, -1.3439, 0.8911], [1.0162, -1.4182, 3.7312], [2.5582, -0.2324, 2.8810], [-3.8398, -3.3286, -0.4394], [-1.5436, 4.1394, 2.2515], [-0.0745, -1.3920, 3.3754]]}

Record 3
{"formula": "C36H27IrN8O3P", "method": "ωB97M-V/def2-TZVPD", "e_tot_ev": -67964.832, "e_homo_ev": [-6.34, -6.34], "s_squared": 0.76, "spin_multiplicity": 2, "homo_lumo_gap_ev": [5.03, 5.03], "species": ["C", "H", "H", "H", "N", "H", "C", "C", "C", "H", "C", "H", "C", "H", "C", "H", "C", "H", "N", "H", "C", "N", "C", "N", "O", "C", "C", "H", "N", "C", "C", "C", "C", "H", "C", "C", "C", "H", "H", "C", "H", "H", "C", "H", "C", "H", "O", "C", "N", "C", "C", "H", "H", "H", "O", "C", "H", "Ir", "H", "C", "C", "C", "H", "C", "N", "C", "P", "N", "H", "H", "H", "C", "C", "C", "C", "C"], "xyz": [[-1.1149, -0.2785, 2.6035], [-2.4805, -0.3940, 5.1853], [-3.1317, 3.5021, 0.6897], [2.5618, 2.2067, 1.4132], [-2.3537, -0.1303, 2.1773], [7.4337, -0.2108, -1.5293], [0.7180, -0.3432, 3.9789], [1.3904, -2.5960, -5.0430], [6.5071, 0.0521, 0.3822], [5.3081, -0.7563, -2.7027], [5.3440, 0.0166, 1.1343], [-1.1957, -0.5750, 7.3015], [-2.1292, 3.3831, 1.1003], [2.5115, -0.4378, 5.1466], [-0.6997, -0.3124, 3.9847], [0.8095, 3.1257, -2.5745], [-1.4005, -0.3879, 5.1813], [-5.2418, 0.7261, 2.1467], [2.3647, -1.1091, -2.4890], [-7.3030, 1.0000, 0.7874], [4.1544, -0.2774, 0.4798], [-1.9761, -0.5276, -0.1559], [1.8791, 2.8187, 2.0027], [-0.0023, -0.8558, -2.1489], [0.5219, 2.5242, 1.7119], [0.7202, -0.4875, 6.3516], [-5.2448, -0.0322, -1.6930], [-1.5538, 4.2999, 0.9563], [-2.3701, -0.9851, -2.4783], [2.7771, -0.7503, -1.2908], [-0.7282, -3.2739, -6.0005], [-1.1291, -1.2387, -2.8407], [-0.7327, -1.9302, -4.0391], [-0.8374, -3.0922, 0.4716], [-4.0901, -0.1842, -0.9395], [-2.7473, -0.1744, 0.9172], [1.1042, -1.2704, -2.8470], [7.4462, 0.3036, 0.8549], [-2.5230, -2.6170, -5.0032], [-6.3891, 0.3958, -1.0446], [1.2503, -0.5591, 7.2901], [0.7093, -3.1876, -0.5198], [-6.3880, 0.6631, 0.3237], [5.3540, 0.2146, 2.1967], [-5.2440, 0.5098, 1.0890], [2.0811, 3.8725, 1.8001], [0.5117, 3.4085, -0.5453], [-2.7517, -0.5724, -1.2868], [1.9932, -0.6025, -0.1727], [2.7858, -0.3750, 0.9221], [0.6669, -3.2694, -6.0129], [2.4690, -2.5940, -5.0317], [-1.2565, -3.8361, -6.7562], [-2.1920, 3.1617, 2.1662], [-1.5489, 2.2776, 0.4173], [1.4329, -0.4173, 5.1660], [1.1857, -3.8297, -6.7766], [0.0041, -0.5756, -0.1496], [2.0313, 2.6097, 3.0627], [-0.6748, -0.4855, 6.3583], [5.3242, -0.5297, -1.6488], [6.5002, -0.2295, -0.9851], [-0.8938, 3.1963, -2.0621], [0.6833, -1.9351, -4.0490], [2.3740, -0.3007, 2.1755], [4.1461, -0.5292, -0.9168], [0.0276, 2.0411, 0.2512], [0.0018, -0.3647, 1.8154], [-7.3009, 0.5328, -1.6061], [-5.2385, -0.2348, -2.7514], [0.0967, 4.6751, -2.0489], [1.1247, -0.3516, 2.5980], [-4.0887, 0.0763, 0.4537], [-1.4446, -2.6034, -5.0220], [0.1075, 3.5975, -1.8833], [-0.0127, -2.5777, 0.0026]]}